A) Molecular formula: C5H14O
Method: DFT, ωB97M-V with the def2-TZVPD basis set

SMILES ... CC(C)O.CC
Gap between HOMO and LUMO ... 0.414 Ha

Cartesian coordinates (Å):
C -1.530 1.329 -0.863
H -1.767 2.150 -1.524
C 0.285 -3.366 2.011
H -2.165 1.420 0.030
H 0.711 -2.444 0.039
H 0.609 -0.440 -1.617
H 0.194 0.701 0.465
H 1.097 -1.444 1.332
H 1.084 -3.386 2.758
O 0.190 2.704 -0.289
H -0.594 -3.313 2.657
C 0.356 -2.194 1.039
H -0.624 -1.724 0.985
H 1.748 0.925 -1.686
H 0.311 -4.339 1.523
H -1.900 0.355 -1.206
H 0.324 1.008 -2.565
C -0.043 1.282 -0.425
C 0.688 0.646 -1.598
H 1.080 2.799 0.087

=====

B) Molecular formula: C5H14O
Method: DFT, ωB97M-V with the def2-TZVPD basis set

SMILES ... CCC.CCO
Gap between HOMO and LUMO ... 0.410 Ha

Cartesian coordinates (Å):
O -2.036 -0.669 0.892
H 0.453 0.571 -1.067
H 1.500 2.816 -1.418
H -0.091 -2.046 -0.097
C -1.010 -2.474 -0.475
C 0.691 1.279 -0.227
C -2.011 -1.369 -0.477
H -1.321 -3.294 0.140
H -0.729 -2.835 -1.453
H -0.274 1.823 -0.122
C 1.748 2.385 -0.463
C 1.033 0.534 1.083
H 0.366 0.888 1.868
H 2.086 0.763 1.358
H -3.151 -1.557 -0.508
H -1.114 -0.745 1.161
H 2.742 1.905 -0.494
H 1.787 3.142 0.315
H 1.028 -0.595 1.098
H -1.696 -0.524 -1.114

=====

Top of the stability list: A), leading by 41.5 kJ/mol.

=====

A) Molecular formula: C2H6N2P
Method: DFT, ωB97M-V with the def2-TZVPD basis set

Net charge ... +1
Gap between HOMO and LUMO ... 0.286 Ha

Cartesian coordinates (Å):
H 1.892 0.478 0.232
N -1.296 -1.261 -0.160
P -1.783 0.236 0.010
H 0.145 1.389 -1.514
C -0.035 1.055 -0.437
H -1.550 -2.235 -0.239
H 1.661 -1.870 -0.094
N 0.942 0.104 -0.120
C 0.757 -1.146 -0.139
H -0.011 2.028 0.094
H -1.661 0.661 1.482

=====

B) Molecular formula: C2H6N2P
Method: DFT, ωB97M-V with the def2-TZVPD basis set

Net charge ... +1
Gap between HOMO and LUMO (alpha / beta) ... 0.266 / 0.260 Ha

Cartesian coordinates (Å):
C 0.482 -2.164 -0.603
H 0.073 -3.153 -0.582
H -1.135 0.168 1.059
C -0.347 0.133 0.319
H 1.415 -1.964 -1.104
N 0.094 1.440 0.150
P 0.867 2.752 -0.648
N -0.234 -1.195 -0.048
H 0.270 3.693 0.211
H -0.411 1.908 0.899
H -1.074 -1.618 0.346

=====

Top of the stability list: B), leading by 51.2 kJ/mol.

=====

A) Molecular formula: C26H79N17O11
Method: DFT, ωB97M-V with the def2-TZVPD basis set

SMILES ... COC[C@H](C)N.COC[C@H](C)N.COC[C@H](C)N.COC[C@H](C)N.COC[C@H](C)N.NC(N)=O.NC(N)=O.NC(N)=O.NC(N)=O.NC(N)=O.NC(N)=O
Gap between HOMO and LUMO ... 0.301 Ha

Cartesian coordinates (Å):
H -23.704 16.815 -23.582
H -28.887 12.735 -21.999
C -22.918 12.620 -28.371
H -25.529 15.230 -21.167
H -28.127 14.955 -21.517
H -20.418 9.101 -24.371
H -21.301 13.288 -19.205
H -27.978 9.195 -28.784
H -29.201 11.697 -24.023
H -29.454 11.684 -28.317
H -27.159 12.125 -22.216
H -23.322 12.022 -30.299
C -27.137 8.840 -31.511
H -24.272 8.244 -23.374
N -27.201 13.739 -20.099
C -27.898 8.519 -24.900
H -26.717 12.856 -19.921
H -21.385 6.275 -21.384
H -32.613 7.963 -26.215
N -23.794 15.240 -25.548
N -22.949 11.260 -24.763
H -20.975 11.708 -26.590
H -20.317 13.287 -28.419
H -19.054 14.230 -27.620
N -23.864 7.342 -23.165
H -27.567 11.530 -24.488
H -20.424 13.334 -25.446
H -26.209 8.565 -32.012
H -30.234 11.371 -26.289
H -22.280 10.474 -24.848
H -21.969 12.899 -22.152
H -24.553 10.194 -18.378
H -28.667 9.981 -30.117
N -22.994 11.259 -28.005
C -26.062 14.776 -21.999
C -22.864 7.421 -22.232
C -27.739 9.970 -29.527
H -27.784 9.400 -32.200
H -25.409 13.945 -22.298
O -26.697 9.612 -30.424
H -27.537 8.218 -25.894
H -31.552 9.870 -24.882
H -26.464 10.126 -21.956
H -18.127 8.903 -25.157
H -19.441 11.108 -24.803
C -18.349 9.600 -25.968
H -22.885 10.541 -28.680
H -19.657 12.305 -22.392
C -27.377 14.161 -21.484
O -22.725 13.514 -27.550
N -20.662 9.483 -25.276
H -26.301 10.622 -27.248
O -19.101 12.316 -27.038
N -25.691 9.935 -21.355
N -20.490 13.087 -19.795
C -17.540 10.774 -21.631
C -22.161 12.199 -21.328
C -24.291 10.994 -24.466
O -23.076 13.739 -24.053
N -20.364 13.761 -24.544
C -19.139 14.177 -24.019
H -22.442 5.467 -22.552
N -28.791 12.132 -28.943
H -23.305 13.754 -30.073
H -17.898 9.792 -21.961
H -16.610 10.634 -21.085
H -26.865 14.497 -19.528
H -24.375 6.529 -23.440
C -19.281 13.267 -28.074
H -28.607 12.513 -25.473
O -26.546 11.075 -19.496
H -21.242 13.814 -24.042
C -23.503 14.885 -24.267
H -20.204 10.639 -27.714
N -18.127 13.600 -24.744
H -23.015 11.202 -26.992
H -20.565 13.877 -20.439
H -17.187 13.859 -24.490
H -17.430 10.172 -26.142
H -24.486 12.990 -24.019
H -23.032 15.667 -22.473
H -27.718 7.930 -31.316
H -26.002 12.193 -24.363
N -24.534 10.000 -19.363
H -20.731 8.761 -25.981
O -22.646 8.459 -21.586
H -27.984 10.749 -26.785
C -20.863 11.883 -20.567
H -28.634 13.070 -28.599
N -24.987 12.194 -24.386
H -26.998 12.205 -26.954
H -32.164 8.842 -27.699
H -28.309 7.621 -24.423
H -22.599 11.354 -21.873
H -22.898 12.656 -20.667
C -19.758 11.594 -21.562
C -28.371 12.279 -24.437
H -23.514 14.541 -26.233
O -18.532 11.428 -20.884
H -17.302 11.429 -22.478
C -27.523 11.320 -28.883
H -29.611 8.639 -26.954
O -19.062 14.939 -23.065
N -23.305 12.817 -29.706
H -19.981 10.618 -22.025
H -26.878 11.954 -29.488
H -26.185 15.403 -22.883
H -33.266 9.562 -26.649
N -22.112 6.280 -22.073
C -32.366 8.943 -26.630
H -21.133 10.994 -19.996
N -31.045 10.894 -26.699
C -27.209 11.226 -27.382
C -31.225 9.657 -25.903
H -18.340 13.063 -25.578
O -27.941 13.373 -23.668
N -23.524 15.865 -23.328
C -27.860 12.957 -22.295
H -18.660 13.056 -28.945
O -28.974 9.417 -25.169
H -31.762 11.574 -26.444
H -27.109 8.955 -24.297
H -22.676 12.222 -24.868
H -30.266 7.797 -25.598
H -23.983 16.175 -25.847
O -24.823 9.868 -24.440
H -18.389 8.984 -26.873
H -23.887 9.284 -19.649
H -24.777 9.674 -21.696
C -20.001 11.260 -26.833
C -29.989 8.802 -25.937
C -25.661 10.382 -20.047
C -19.601 10.430 -25.644

=====

B) Molecular formula: C26H79N17O11
Method: DFT, ωB97M-V with the def2-TZVPD basis set

SMILES ... COC[C@H](C)N.COC[C@H](C)N.COC[C@H](C)N.COC[C@H](C)N.COC[C@H](C)N.NC(N)=O.NC(N)=O.NC(N)=O.NC(N)=O.NC(N)=O.NC(N)=O
Gap between HOMO and LUMO ... 0.317 Ha

Cartesian coordinates (Å):
H 5.940 -7.765 0.027
H 10.187 -0.134 -4.636
H -0.443 0.569 8.820
N 5.357 -5.861 -2.340
N 1.481 -0.671 -1.795
H -3.560 -4.238 -5.809
H 5.360 -4.945 -2.765
H -6.927 0.859 -2.037
H 4.865 -6.553 -2.887
H 3.553 -4.474 6.920
N 5.129 -2.748 4.578
H 7.288 -2.049 -5.672
H -2.052 -4.867 2.960
H 4.538 0.990 -6.277
H 4.517 -2.045 4.189
N -5.243 2.652 1.252
O 0.543 0.682 -0.351
H 5.228 -7.985 -1.578
H -3.306 -4.293 -7.671
N -2.772 -3.647 -5.587
H -4.410 -2.781 0.671
H -6.762 4.356 2.655
H -6.836 7.197 -4.469
H 4.802 -3.288 8.988
C -3.609 -2.510 2.991
O 6.185 -4.322 7.745
O -1.233 -2.384 -6.505
H -2.410 1.667 -5.840
N -2.844 2.378 -6.412
O 8.375 -0.244 -5.473
O -6.759 0.615 -0.016
H 0.402 4.639 7.760
O -3.406 -2.843 4.336
H -6.788 8.482 -3.403
H -1.255 2.361 5.844
N -0.226 0.568 -2.460
C 0.145 4.820 6.717
H 1.571 3.455 5.928
N -1.320 2.029 -7.805
H -1.311 1.139 -7.328
C 5.934 -0.550 -6.071
H 3.977 -4.875 5.391
H 4.844 -2.143 -6.632
H 1.584 -1.013 -2.740
C 1.005 5.631 -2.655
H -8.281 -0.113 -1.352
H -4.704 7.762 -1.133
H -4.742 1.796 1.441
H -8.458 1.847 0.325
H 5.259 -3.588 4.032
O 2.198 5.564 -2.304
C 5.849 -3.564 8.865
H 0.478 5.820 6.438
H 1.223 5.290 -4.609
H 8.926 -0.653 -3.513
O -2.579 3.922 -7.973
C 5.369 0.793 -5.599
H -7.088 4.465 0.875
H 3.986 -1.058 -5.989
H -0.601 2.304 -8.459
C -4.242 -3.866 4.902
H -6.790 -0.879 -1.539
H -4.038 -4.830 4.436
H 0.053 5.728 -0.911
N -5.327 8.072 -1.864
H -5.613 9.021 -2.057
H -0.216 6.125 -4.102
H -0.431 1.553 -2.550
C -7.213 0.099 -1.310
H -1.189 -3.709 2.029
H 6.222 -4.022 9.782
N 0.389 3.979 4.331
C 7.135 -1.034 -5.306
H 6.995 -2.717 6.608
H 4.915 0.903 -4.614
H 9.560 -1.871 -4.458
C 0.518 3.679 5.758
C -0.182 2.296 6.028
H -0.933 4.667 6.772
H -4.639 -2.163 2.906
H 6.153 -0.474 -7.136
H -4.985 2.894 0.306
H 4.655 -2.140 6.577
N -2.454 -3.750 -7.682
C 9.338 -0.805 -4.511
H 0.018 0.062 -3.300
H -0.882 5.676 -2.397
N 4.864 -1.531 -5.829
N -6.399 7.582 -3.644
H -3.069 -1.576 2.840
H -1.774 -5.131 1.246
C 6.227 -3.487 6.530
C 6.017 -6.224 -1.295
H -8.295 3.811 2.068
H 0.992 3.375 3.791
H -5.288 -3.561 4.938
O -5.036 5.989 -2.744
H 6.825 -1.089 -4.262
N 0.525 5.470 -3.901
C 4.883 -3.017 5.971
C -2.258 2.843 -7.481
H -0.506 3.881 3.873
H -1.080 0.243 7.303
H -2.648 -3.404 -4.615
C -7.245 3.897 1.792
C -6.692 2.532 1.466
H -2.803 -2.562 0.593
N -0.014 5.850 -1.912
H -4.035 -4.534 2.128
C -0.152 0.575 7.769
C -2.133 -3.165 -6.616
C -5.547 7.146 -2.755
H 6.742 -4.191 5.876
C -7.377 1.909 0.197
H 5.997 1.674 -5.733
C -3.390 -3.661 2.026
C 0.586 0.206 -1.464
H -1.803 -3.732 -8.454
N -3.523 -3.262 0.705
N 5.674 -7.408 -0.880
O 6.802 -5.450 -0.825
H 2.737 -3.688 5.512
H -3.490 3.017 -5.972
H -7.229 2.603 -0.631
H 0.023 1.443 5.382
C 3.687 -3.988 5.954
C -2.048 -4.379 1.986
O 0.021 1.964 7.402
H 2.076 -1.048 -1.072
H -6.888 1.802 2.251
H 6.272 -2.575 8.689
H -3.954 -4.072 5.934
H 0.736 -0.022 7.563

=====

Top of the stability list: A), leading by 691.4 kJ/mol.